{"formula": "C17H14NO", "method": "ωB97M-V/def2-TZVPD", "homo_energy_ev": -12.2, "fmax_ev_per_a": 2.0, "lumo_energy_ev": -4.652, "energy_ev": -21387.52668, "orbital_gap_ev": 7.585, "smiles": "O=C(Cc1c[nH+]cc2ccccc12)c1ccccc1", "charge": 1, "species": ["O", "C", "C", "C", "C", "N", "C", "C", "C", "C", "C", "C", "C", "C", "C", "C", "C", "C", "C", "H", "H", "H", "H", "H", "H", "H", "H", "H", "H", "H", "H", "H", "H"], "xyz": [[0.036, 0.413, 3.111], [0.249, -0.286, 2.143], [1.701, -0.286, 1.540], [1.553, -0.083, 0.026], [1.769, -1.074, -0.877], [1.578, -0.833, -2.215], [1.188, 0.339, -2.680], [0.941, 1.426, -1.823], [0.488, 2.690, -2.288], [0.220, 3.716, -1.427], [0.424, 3.531, -0.016], [0.861, 2.312, 0.462], [1.126, 1.236, -0.416], [-0.875, -1.138, 1.556], [-1.465, -0.939, 0.302], [-2.469, -1.745, -0.226], [-2.927, -2.814, 0.571], [-2.367, -2.998, 1.828], [-1.343, -2.198, 2.347], [2.324, 0.488, 2.001], [2.105, -1.301, 1.706], [2.063, -2.058, -0.510], [1.726, -1.601, -2.862], [1.034, 0.419, -3.759], [0.311, 2.846, -3.356], [-0.157, 4.678, -1.782], [0.226, 4.347, 0.683], [0.992, 2.203, 1.541], [-1.092, -0.117, -0.321], [-2.861, -1.542, -1.225], [-3.720, -3.444, 0.164], [-2.728, -3.808, 2.469], [-0.910, -2.380, 3.333]], "forces_ev_per_a": [[0.131, -0.599, -0.581], [-0.034, 0.908, 0.591], [-1.205, -1.108, -1.231], [0.199, 1.331, 0.810], [-0.027, 0.164, 0.729], [0.061, -0.326, 0.357], [-0.329, 0.483, -0.437], [0.083, -0.002, 0.695], [-0.271, 0.205, -0.738], [0.078, 0.032, 0.959], [0.020, -0.374, -0.724], [-0.006, 0.395, 0.366], [0.246, -0.694, -0.536], [0.244, -0.644, 0.258], [0.685, 0.727, -0.707], [0.178, -0.452, 0.957], [0.144, 0.832, -0.763], [-0.050, -0.647, 0.816], [-0.166, 0.390, -0.722], [-0.265, -0.307, 0.011], [0.044, 0.508, 0.123], [-0.055, 0.178, -0.685], [-0.020, 0.156, 0.027], [0.128, -0.042, 0.360], [0.148, -0.164, 0.308], [0.199, -0.421, 0.015], [0.057, -0.304, -0.308], [-0.033, -0.088, -0.425], [-0.279, -0.247, 0.276], [0.037, -0.110, 0.417], [0.267, 0.005, 0.423], [0.050, 0.224, -0.347], [-0.258, -0.005, -0.296]], "nbo_charge": [-0.496, 0.574, -0.529, 0.016, 0.001, -0.427, 0.164, -0.135, -0.164, -0.170, -0.114, -0.239, 0.085, -0.085, -0.242, -0.196, -0.193, -0.201, -0.200, 0.262, 0.249, 0.250, 0.448, 0.243, 0.237, 0.246, 0.247, 0.254, 0.194, 0.224, 0.232, 0.230, 0.235]}


{"formula": "C17H15BrCaO2", "method": "ωB97M-V/def2-TZVPD", "homo_energy_ev": -0.7, "e_above_lowest_kcal_mol": 0.0, "fmax_ev_per_a": 3.3, "lumo_energy_ev": 4.858, "energy_ev": -110452.40841, "orbital_gap_ev": 5.558, "charge": -2, "species": ["C", "C", "C", "H", "C", "C", "H", "H", "H", "H", "Ca", "Br", "C", "C", "C", "H", "C", "C", "H", "H", "H", "H", "O", "C", "O", "C", "C", "C", "C", "C", "C", "H", "H", "H", "H", "H"], "xyz": [[-1.088, 0.325, -3.871], [-0.629, 1.533, -3.297], [0.638, 1.283, -2.697], [-1.229, 2.459, -3.185], [0.938, -0.105, -2.865], [-0.122, -0.693, -3.597], [-0.246, -1.774, -3.792], [-2.077, 0.175, -4.343], [1.162, 1.965, -1.980], [1.781, -0.646, -2.378], [-0.773, 0.174, -0.965], [-1.295, 2.629, 0.061], [-2.643, -1.114, 0.220], [-2.290, -2.079, -0.792], [-2.856, -1.654, -2.002], [-1.557, -2.904, -0.662], [-3.537, -0.412, -1.777], [-3.400, -0.093, -0.408], [-3.703, 0.868, 0.057], [-2.181, -1.048, 1.237], [-2.699, -2.116, -2.991], [-3.964, 0.255, -2.553], [2.277, 0.603, -0.132], [1.555, 0.202, 0.802], [0.328, -0.294, 0.736], [1.979, 0.216, 2.203], [3.305, 0.524, 2.480], [3.774, 0.543, 3.799], [2.906, 0.237, 4.862], [1.565, -0.089, 4.586], [1.097, -0.106, 3.263], [3.964, 0.765, 1.645], [4.816, 0.798, 3.996], [3.269, 0.254, 5.895], [0.876, -0.328, 5.404], [0.059, -0.356, 3.040]], "forces_ev_per_a": [[0.018, -0.295, -0.013], [0.021, 0.167, -0.010], [0.464, 0.338, 0.283], [0.623, -0.688, -0.211], [0.565, 0.124, 0.050], [-0.401, -0.039, -0.046], [0.128, 0.771, 0.000], [0.762, 0.068, 0.335], [-0.436, -0.674, -0.993], [-0.698, 0.591, -0.587], [-1.733, -0.055, -1.866], [-0.147, 1.052, 0.463], [0.302, -0.357, 0.393], [0.368, 0.045, 0.851], [-0.307, 0.574, -0.613], [-0.784, 0.530, -0.075], [0.226, -0.347, -0.281], [-0.235, 0.398, 0.415], [0.201, -0.942, -0.350], [-0.687, -0.187, -0.978], [-0.118, 0.249, 0.675], [0.247, -0.645, 0.631], [-0.705, -0.556, 1.309], [-2.531, -0.793, -1.372], [3.301, 0.246, 0.486], [0.793, 0.029, 1.769], [0.270, 0.129, 0.696], [-0.400, -0.149, 0.202], [-0.093, 0.009, -0.511], [0.254, 0.093, -0.363], [0.620, 0.223, 0.172], [-0.233, -0.063, 0.180], [-0.213, -0.066, 0.023], [-0.113, -0.003, -0.336], [0.268, 0.093, -0.277], [0.403, 0.127, -0.051]], "nbo_charge": [-0.365, -0.390, -0.442, 0.218, -0.432, -0.389, 0.192, 0.194, 0.240, 0.220, 1.756, -0.909, -0.450, -0.421, -0.353, 0.198, -0.385, -0.384, 0.228, 0.215, 0.194, 0.198, -0.686, 0.740, -0.886, -0.051, -0.210, -0.241, -0.243, -0.230, -0.187, 0.233, 0.190, 0.189, 0.194, 0.251]}


{"formula": "C17H15Cl2NaO3S3", "method": "ωB97M-V/def2-TZVPD", "homo_energy_ev": 0.0, "e_above_lowest_kcal_mol": 0.0, "fmax_ev_per_a": 0.5, "lumo_energy_ev": 3.947, "energy_ev": -85984.85681, "orbital_gap_ev": 3.917, "charge": -2, "species": ["Na", "Cl", "C", "C", "C", "Cl", "C", "O", "C", "C", "O", "C", "H", "H", "H", "S", "C", "C", "C", "C", "C", "C", "S", "H", "H", "H", "H", "O", "S", "C", "C", "C", "C", "H", "H", "H", "H", "H", "H", "H", "H"], "xyz": [[-0.424, 0.333, -1.656], [5.277, 5.093, -0.812], [4.243, 3.723, -1.179], [4.739, 2.424, -0.989], [3.947, 1.352, -1.271], [4.576, -0.251, -1.014], [2.576, 1.448, -1.765], [1.901, 0.436, -2.003], [2.131, 2.817, -1.928], [0.798, 3.157, -2.388], [-0.122, 2.419, -2.677], [2.968, 3.905, -1.636], [5.744, 2.274, -0.617], [0.655, 4.260, -2.461], [2.580, 4.909, -1.774], [-3.141, 0.067, -1.175], [-3.555, -1.637, -1.172], [-4.912, -1.993, -1.258], [-5.358, -3.308, -1.258], [-4.424, -4.334, -1.176], [-3.077, -4.011, -1.101], [-2.597, -2.691, -1.094], [-0.861, -2.442, -0.990], [-5.628, -1.182, -1.325], [-6.422, -3.519, -1.322], [-4.731, -5.376, -1.174], [-2.338, -4.803, -1.042], [0.092, 0.862, 0.519], [0.645, -0.418, 1.060], [-0.612, -1.027, 2.199], [-0.517, -0.139, 3.430], [0.974, -0.101, 3.772], [1.724, 0.117, 2.450], [-0.362, -2.070, 2.412], [-1.542, -1.006, 1.631], [-1.116, -0.526, 4.258], [-0.884, 0.859, 3.184], [1.263, -1.062, 4.207], [1.220, 0.673, 4.504], [2.680, -0.404, 2.399], [1.889, 1.173, 2.233]], "forces_ev_per_a": [[-0.285, -0.331, -0.115], [0.033, 0.056, 0.008], [-0.057, -0.056, -0.016], [-0.032, -0.016, -0.019], [0.032, 0.044, 0.031], [0.003, -0.021, 0.005], [0.062, -0.073, 0.044], [-0.016, 0.106, -0.056], [0.057, 0.009, 0.029], [0.074, 0.064, 0.071], [0.047, 0.091, -0.047], [0.005, -0.002, 0.005], [0.002, -0.006, -0.001], [-0.086, -0.025, -0.062], [0.002, 0.004, -0.002], [-0.096, 0.087, 0.033], [-0.003, 0.035, -0.075], [-0.009, -0.056, 0.040], [-0.004, 0.066, 0.004], [0.042, -0.033, -0.010], [-0.007, 0.002, 0.028], [-0.080, -0.096, 0.018], [0.118, 0.046, -0.013], [0.001, 0.004, -0.003], [0.004, -0.020, -0.001], [-0.025, 0.008, -0.002], [0.008, 0.005, -0.002], [0.167, 0.341, 0.111], [0.174, -0.301, -0.178], [-0.015, -0.096, 0.004], [0.014, -0.067, 0.028], [0.007, 0.062, -0.027], [-0.111, 0.117, 0.222], [-0.008, 0.009, 0.002], [-0.007, 0.069, 0.009], [-0.012, 0.013, -0.008], [0.017, 0.012, -0.019], [0.002, -0.005, -0.005], [-0.016, -0.004, 0.003], [-0.013, -0.037, -0.044], [0.011, -0.005, 0.008]], "nbo_charge": [0.873, -0.078, -0.140, -0.229, -0.124, -0.028, 0.434, -0.676, -0.312, 0.426, -0.579, -0.160, 0.219, 0.077, 0.205, -0.600, -0.164, -0.257, -0.281, -0.290, -0.241, -0.189, -0.594, 0.194, 0.173, 0.173, 0.192, -1.024, 1.305, -0.624, -0.418, -0.406, -0.635, 0.220, 0.298, 0.199, 0.220, 0.188, 0.198, 0.218, 0.238]}